[1]
Here is a structure of composition C28H38As3F10N3Pd from the Open Molecules 2025 dataset. Energies are from ωB97M-V/def2-TZVPD.

Element x y z (Å)
Pd  0.88444  0.70364  0.25417
C  3.95303  1.16977  -0.32948
N  3.00249  1.14139  0.79712
C  2.95797  2.50763  1.40421
C  1.56714  2.85503  1.90823
N  0.58764  2.62792  0.85110
C  0.42516  3.65764  -0.06898
C  0.69052  3.61800  -1.44215
F  1.21194  2.51994  -2.01932
C  0.41675  4.67451  -2.29736
F  0.68878  4.55961  -3.60086
C  -0.11290  5.85016  -1.80883
F  -0.36918  6.87235  -2.62612
C  -0.38015  5.94631  -0.45373
F  -0.91411  7.06574  0.03625
C  -0.12392  4.87393  0.37591
F  -0.45067  4.99978  1.66793
C  3.51033  0.12540  1.75716
C  2.57128  -0.17206  2.90640
N  1.40504  -0.81035  2.33896
C  0.41284  -1.20399  3.16299
C  -0.07945  -0.56048  4.32279
F  0.47331  0.60874  4.72534
C  -1.18199  -0.99099  5.03637
F  -1.60704  -0.27952  6.08928
C  -1.88596  -2.11628  4.65070
F  -2.96911  -2.52448  5.33019
C  -1.43017  -2.81264  3.54330
F  -2.05771  -3.93546  3.16337
C  -0.31872  -2.37933  2.85420
F  0.10299  -3.15175  1.82700
H  4.92049  1.56798  -0.00128
H  3.56801  1.78394  -1.13445
H  4.11168  0.15676  -0.69111
H  3.21550  3.21907  0.61547
H  3.72630  2.58243  2.18112
H  1.55412  3.89377  2.25799
H  1.29013  2.23502  2.75487
H  4.49677  0.44940  2.11517
H  3.63902  -0.79685  1.18823
H  2.41430  0.73979  3.49632
H  3.11278  -0.85399  3.58325
C  -2.27468  2.25858  -0.72789
As  -1.42433  0.67350  -0.01979
C  -2.27492  0.55750  1.71029
C  -2.31269  -0.65054  -1.13993
C  -1.80010  -2.09562  -1.15523
C  -1.80505  -2.64315  0.27349
C  -0.39423  -2.20211  -1.75454
As  1.12811  -1.48743  -0.74601
C  1.75816  -3.02080  0.25421
C  2.35871  -1.46794  -2.25923
C  -2.77841  -2.94766  -1.99011
As  -3.07207  -2.85245  -3.95742
C  -1.43576  -3.72545  -4.61019
C  -2.59787  -1.02674  -4.52277
H  -3.34977  2.08197  -0.76486
H  -1.90432  2.47492  -1.72890
H  -2.05993  3.09670  -0.06937
H  -3.35481  0.65000  1.59230
H  -1.89378  1.37908  2.31600
H  -2.02949  -0.38031  2.20356
H  -2.28664  -0.21687  -2.13905
H  -3.35760  -0.64257  -0.81422
H  -1.12527  -2.08002  0.91900
H  -1.48508  -3.68674  0.30013
H  -2.80483  -2.58895  0.71018
H  -0.35658  -1.69299  -2.71954
H  -0.15292  -3.25330  -1.93804
H  2.32022  -3.68138  -0.40541
H  0.90287  -3.54835  0.66898
H  2.36050  -2.66872  1.08798
H  2.14411  -2.32881  -2.89338
H  3.39038  -1.53590  -1.92188
H  2.22617  -0.54802  -2.82648
H  -3.77754  -2.82979  -1.56079
H  -2.52594  -4.00484  -1.84926
H  -1.33117  -4.69804  -4.12918
H  -0.53609  -3.13842  -4.43474
H  -1.54555  -3.88942  -5.68166
H  -3.34754  -0.31313  -4.18389
H  -2.61621  -1.03752  -5.61298
H  -1.60778  -0.70575  -4.20105

Properties
- Charge: 0
- HOMO: -6.60 eV
- E: -9087.69312 Ha


[2]
Here is a structure of composition H12LiO6 from the Open Molecules 2025 dataset. Energies are from ωB97M-V/def2-TZVPD.

Element x y z (Å)
Li  -0.46563  0.27153  0.07458
O  0.05537  -1.33947  1.04858
H  -0.42263  -2.22847  1.23958
H  0.99437  -1.49647  1.03258
O  -1.77463  1.55353  1.16158
H  -2.50463  1.12353  1.48058
H  -1.62163  2.26953  1.79558
O  -2.26763  -0.86647  -0.56242
H  -3.16963  -0.77847  -0.79042
H  -2.06863  -1.78047  -0.45042
O  2.57337  -0.88647  -0.32642
H  1.87837  -0.40747  -0.74342
H  3.26337  -0.27147  -0.64042
O  0.21337  -0.01247  -1.86642
H  0.02537  -0.84047  -2.36442
H  0.87837  0.46653  -2.35642
O  1.09537  1.56753  0.64758
H  1.72637  1.32153  1.30958
H  1.59137  2.33453  0.31058

Properties
- Charge: +1
- Energy relative to the best compared isomer or geometry (same formula, charge and spin): 12.6 kcal/mol
- HOMO: -15.13 eV
- E: -466.04113 Ha


[3]
Here is a cluster of 4 separate species, C3H15N2O3S in total from the Open Molecules 2025 dataset. Energies are from ωB97M-V/def2-TZVPD.

Element x y z (Å)
N  0.91394  1.53989  0.89489
C  0.62105  0.16169  1.28447
C  -0.80118  -0.07568  0.84632
S  -0.86064  -0.28252  -1.02619
C  1.03396  -0.21786  2.73544
N  1.72521  -1.55111  2.52203
H  0.94491  1.72020  -0.13103
H  0.12339  2.05779  1.20178
H  1.20379  -0.64511  0.63563
H  -1.21406  -1.00544  1.27222
H  -1.67097  0.62282  0.96411
H  1.72812  0.61720  3.31713
H  0.17037  -0.34699  3.57967
H  2.64847  -1.38828  2.10445
H  1.18543  -2.18950  2.02458
H  1.11862  -0.85779  -2.86554
H  1.18809  -0.00607  -4.00734
O  1.41725  -0.95877  -3.75398
H  0.29423  2.52373  -3.31515
H  -1.16636  2.42163  -3.08173
O  -0.37641  2.84242  -2.72837
H  -3.76898  -1.31909  -0.19376
H  -2.81064  -1.81789  -1.29237
O  -3.64758  -1.84527  -0.98725

Properties
- Charge: 0
- Energy relative to the best compared isomer or geometry (same formula, charge and spin): 7.7 kcal/mol
- HOMO (spin up / spin down): -9.23 / -9.22 eV
- ⟨S²⟩: 0.75
- 2S+1: 2
- E: -856.57982 Ha


[4]
Here is a cluster of 2 separate species, C4H10N2O in total from the Open Molecules 2025 dataset. Energies are from ωB97M-V/def2-TZVPD.

Element x y z (Å)
C  -1.45266  0.37495  -1.04583
C  -0.92158  0.46691  1.73366
N  -0.61389  -0.20501  0.68578
H  -2.39847  0.23912  -0.52528
H  -1.32659  -0.40476  -1.78755
H  -1.47347  1.36754  -1.48033
H  -1.97221  0.66788  1.92856
H  -0.16578  0.89202  2.38895
C  0.81357  -0.29261  0.18288
N  1.10307  -1.63924  -0.23651
C  0.76593  0.65473  -0.93432
O  1.65926  0.03190  1.27733
H  2.55539  -0.01612  0.92498
H  0.87893  -2.28516  0.51313
H  0.54953  -1.89297  -1.04621
H  1.12908  0.33994  -1.90471
H  0.86988  1.70090  -0.67454

Properties
- Charge: 0
- Energy relative to the best compared isomer or geometry (same formula, charge and spin): 136.3 kcal/mol
- HOMO (spin up / spin down): -7.28 / -7.28 eV
- E: -342.98433 Ha


[5]
Here is a cluster of 2 separate species, C4H9NO in total from the Open Molecules 2025 dataset. Energies are from ωB97M-V/def2-TZVPD.

Element x y z (Å)
C  -0.24668  1.77969  0.64878
C  0.33269  0.35640  0.48645
C  1.57897  0.08588  0.78822
C  -1.23425  -1.40340  0.70510
N  -0.53540  -0.65045  -0.13286
H  -0.09986  2.28444  1.54964
H  -1.28891  1.80096  0.46650
H  0.25025  2.37043  -0.18151
H  1.89310  -0.89769  0.58021
H  2.45141  0.69607  1.04092
H  -2.15321  -2.07582  0.32436
H  -0.95861  -1.44669  1.66739
H  -0.22109  -1.61709  -2.29433
H  0.43611  -0.29070  -2.66119
O  -0.20452  -0.99205  -2.98769

Properties
- Charge: 0
- Energy relative to the best compared isomer or geometry (same formula, charge and spin): 76.3 kcal/mol
- HOMO: -9.34 eV
- SMILES: C=NC(=C)C.O
- E: -287.71087 Ha


[6]
Here is a structure of composition C4H7O2Zn from the Open Molecules 2025 dataset. Energies are from ωB97M-V/def2-TZVPD.

Element x y z (Å)
O  1.67578  -0.97390  0.64338
C  0.65080  -1.27781  1.37222
C  -0.66755  -1.17889  0.98410
H  -1.42100  -1.03767  1.76156
H  0.84797  -1.27380  2.46026
H  -0.94470  -1.57093  0.00145
Zn  2.50058  0.47734  0.06820
C  -0.24529  0.97648  -1.46452
C  -0.20544  1.25428  -0.11471
O  -0.49720  -0.22686  -2.03754
H  0.10724  1.70960  -2.19893
H  -0.39264  2.31823  0.07030
H  -0.04899  1.04717  0.94497
H  -1.35956  -0.24324  -2.49075

Properties
- Charge: 0
- Energy relative to the best compared isomer or geometry (same formula, charge and spin): 59.0 kcal/mol
- HOMO (spin up / spin down): -7.44 / -7.41 eV
- ⟨S²⟩: 0.75
- 2S+1: 2
- E: -2086.21025 Ha